This record from OMol25 describes 10 unconnected molecules or ions with the total composition C23H60ClN2O10S9. The level of theory is ωB97M-V/def2-TZVPD.

The value obtained for the highest occupied orbital energy is -9.941 eV. The value obtained for the frontier orbital gap is 7.656 eV.

The geometry in ORCA input format:
```
! RIJCOSX wB97M-V def2-TZVPD def2/J DEFGRID3
* xyz 1 1
O 1.46 -0.61 0.75
C 1.58 0.08 -0.20
Cl 2.96 -0.18 -1.25
C 0.65 1.20 -0.53
C -0.77 0.78 -0.31
C -1.37 -0.42 -0.48
N -2.70 -0.22 -0.13
C -2.88 1.02 0.23
N -1.73 1.67 0.12
H 0.89 2.01 0.16
H 0.77 1.59 -1.54
H -0.92 -1.32 -0.84
H -3.39 -0.96 -0.19
H -3.83 1.44 0.51
H -1.61 2.65 0.32
C -7.46 2.54 -1.81
S -5.79 2.27 -2.39
O -5.21 1.15 -1.58
C -5.08 3.77 -1.72
H -8.06 1.68 -2.08
H -7.45 2.65 -0.72
H -7.85 3.44 -2.29
H -5.24 3.80 -0.64
H -5.55 4.63 -2.20
H -4.00 3.76 -1.94
C 4.09 4.70 2.38
S 3.14 3.21 2.15
O 2.32 3.40 0.91
C 2.03 3.45 3.54
H 4.82 4.76 1.58
H 3.43 5.57 2.35
H 4.61 4.65 3.34
H 1.51 4.40 3.44
H 2.61 3.44 4.47
H 1.32 2.64 3.56
C -10.15 5.42 -4.79
S -8.48 5.15 -5.38
O -7.90 4.03 -4.58
C -7.79 6.68 -4.72
H -10.74 4.55 -5.06
H -10.14 5.54 -3.70
H -10.56 6.31 -5.26
H -7.93 6.71 -3.64
H -8.27 7.53 -5.20
H -6.72 6.69 -4.95
C 6.51 -3.64 -0.78
S 6.52 -1.91 -1.26
O 7.92 -1.54 -1.57
C 6.14 -1.25 0.36
H 6.76 -4.23 -1.66
H 7.26 -3.81 -0.01
H 5.52 -3.92 -0.43
H 6.90 -1.56 1.09
H 5.15 -1.59 0.68
H 6.14 -0.16 0.29
C -1.12 4.45 -5.06
S -0.97 3.86 -3.37
O -2.18 4.32 -2.63
C 0.38 4.94 -2.90
H -1.95 3.92 -5.52
H -1.33 5.52 -5.05
H -0.20 4.25 -5.60
H 0.08 5.98 -3.03
H 1.26 4.72 -3.51
H 0.61 4.76 -1.85
C -0.29 -2.64 2.40
S 0.03 -3.92 3.62
O -0.35 -5.21 3.00
C -1.29 -3.45 4.74
H 0.41 -2.78 1.58
H -1.31 -2.74 2.03
H -0.13 -1.66 2.84
H -2.25 -3.49 4.22
H -1.10 -2.45 5.13
H -1.30 -4.16 5.57
C 7.35 2.45 -0.70
S 7.85 2.06 0.98
O 6.64 2.19 1.84
C 8.84 3.53 1.23
H 6.68 1.66 -1.05
H 6.83 3.41 -0.72
H 8.23 2.48 -1.34
H 8.23 4.42 1.08
H 9.68 3.53 0.53
H 9.22 3.51 2.25
C -2.22 -8.64 0.53
S -3.26 -7.18 0.43
O -4.05 -7.28 -0.83
C -1.92 -6.02 0.12
H -2.87 -9.50 0.68
H -1.66 -8.76 -0.40
H -1.54 -8.54 1.37
H -1.38 -6.31 -0.79
H -1.25 -6.01 0.97
H -2.35 -5.03 -0.02
C 2.42 -9.04 5.26
S 1.31 -8.78 3.86
O 1.48 -9.94 2.94
C 2.22 -7.41 3.15
H 2.05 -9.90 5.82
H 3.42 -9.24 4.89
H 2.41 -8.16 5.89
H 3.24 -7.71 2.93
H 2.21 -6.57 3.85
H 1.71 -7.11 2.24
*
```



This record from OMol25 describes a molecular structure, C23H60Cu2O23S7. The level of theory is ωB97M-V/def2-TZVPD.

As for the expectation value of S²: 3.77. The value obtained for the highest occupied orbital energy (alpha / beta) is -9.962 / -12.844 eV. The value obtained for the frontier orbital gap (alpha / beta) is 5.167 / 5.777 eV.

The geometry in ORCA input format:
```
! RIJCOSX wB97M-V def2-TZVPD def2/J DEFGRID3
* xyz 1 4
Cu -4.04 -0.85 -0.64
Cu -3.23 -0.40 -4.07
O -2.47 0.41 -2.11
C -1.22 0.56 -1.36
C -0.94 -0.50 -0.25
O -2.08 -1.05 0.35
H -1.25 1.49 -0.79
H -0.37 0.67 -2.03
H -0.27 -0.30 0.59
H -0.55 -1.42 -0.70
O 4.06 -0.55 0.41
S 4.04 0.91 0.62
O 4.62 1.60 1.78
O 4.73 1.61 -0.81
C 5.03 2.97 -0.77
C 6.47 3.31 -0.26
C 2.36 1.56 0.25
H 4.32 3.63 -0.27
H 5.03 3.28 -1.81
H 6.61 2.96 0.76
H 6.73 4.36 -0.39
H 7.14 2.71 -0.88
H 2.50 2.64 0.19
H 1.69 1.14 1.00
H 1.99 1.21 -0.72
O -0.57 -3.74 5.18
S -0.11 -4.10 3.86
O 1.26 -4.70 3.60
O -1.20 -5.17 3.17
C -2.54 -5.00 3.43
C -3.18 -6.34 3.54
C -0.38 -2.63 2.90
H -3.05 -4.47 2.63
H -2.85 -4.42 4.30
H -4.21 -6.21 3.87
H -2.62 -6.92 4.27
H -3.09 -6.94 2.63
H -1.18 -2.15 3.46
H -0.68 -2.84 1.87
H 0.49 -2.00 3.10
O -4.13 -1.67 5.52
S -3.95 -0.32 4.95
O -5.00 0.71 5.17
O -2.51 0.38 5.45
C -2.52 0.71 6.77
C -2.03 -0.51 7.59
C -3.68 -0.47 3.18
H -3.48 1.10 7.12
H -1.89 1.60 6.89
H -1.33 -1.03 6.94
H -2.87 -1.16 7.83
H -1.44 -0.28 8.48
H -4.40 -1.18 2.77
H -2.69 -0.90 3.05
H -3.89 0.46 2.67
O -1.49 -6.65 -2.54
S -1.35 -5.89 -1.25
O -1.95 -6.35 -0.02
O 0.27 -5.76 -1.02
C 0.73 -5.72 0.34
C 2.15 -5.24 0.47
C -1.77 -4.14 -1.60
H 0.59 -6.70 0.80
H 0.15 -5.00 0.92
H 2.57 -5.57 1.42
H 2.33 -4.19 0.26
H 2.78 -5.67 -0.31
H -2.83 -4.09 -1.37
H -1.49 -3.96 -2.64
H -1.21 -3.55 -0.87
O -0.38 3.88 0.62
S -1.19 4.88 -0.14
O -1.33 4.79 -1.58
O -2.73 4.94 0.67
C -3.08 3.90 1.58
C -4.46 4.49 2.05
C -0.65 6.57 0.36
H -2.35 3.71 2.37
H -3.13 2.93 1.07
H -4.90 3.69 2.65
H -5.04 4.81 1.18
H -4.23 5.34 2.69
H -1.47 7.24 0.11
H 0.25 6.87 -0.19
H -0.41 6.60 1.42
O -1.02 -1.29 -4.10
S -0.04 -1.82 -5.06
O -0.52 -2.02 -6.44
O 1.21 -0.89 -5.13
C 1.67 -0.24 -4.05
C 3.20 -0.12 -4.17
C 0.71 -3.40 -4.50
H 1.41 -0.74 -3.11
H 1.30 0.78 -3.96
H 3.58 0.37 -3.28
H 3.47 0.42 -5.09
H 3.54 -1.15 -4.24
H 0.02 -4.23 -4.66
H 0.95 -3.28 -3.44
H 1.57 -3.55 -5.16
O 1.90 4.10 -2.57
S 1.17 4.64 -3.72
O 0.79 6.04 -3.91
O 2.16 4.25 -5.07
C 3.50 3.79 -4.86
C 4.40 5.06 -4.84
C -0.31 3.45 -4.13
H 3.83 3.06 -5.60
H 3.62 3.33 -3.88
H 4.48 5.63 -5.76
H 5.35 4.58 -4.58
H 4.30 5.72 -3.98
H -0.49 3.32 -5.20
H -1.27 3.68 -3.65
H 0.00 2.57 -3.56
*
```



Repeat the first record exactly.
This record from OMol25 describes 10 unconnected molecules or ions with the total composition C23H60ClN2O10S9. The level of theory is ωB97M-V/def2-TZVPD.

The value obtained for the highest occupied orbital energy is -9.941 eV. The value obtained for the frontier orbital gap is 7.656 eV.

The geometry in ORCA input format:
```
! RIJCOSX wB97M-V def2-TZVPD def2/J DEFGRID3
* xyz 1 1
O 1.46 -0.61 0.75
C 1.58 0.08 -0.20
Cl 2.96 -0.18 -1.25
C 0.65 1.20 -0.53
C -0.77 0.78 -0.31
C -1.37 -0.42 -0.48
N -2.70 -0.22 -0.13
C -2.88 1.02 0.23
N -1.73 1.67 0.12
H 0.89 2.01 0.16
H 0.77 1.59 -1.54
H -0.92 -1.32 -0.84
H -3.39 -0.96 -0.19
H -3.83 1.44 0.51
H -1.61 2.65 0.32
C -7.46 2.54 -1.81
S -5.79 2.27 -2.39
O -5.21 1.15 -1.58
C -5.08 3.77 -1.72
H -8.06 1.68 -2.08
H -7.45 2.65 -0.72
H -7.85 3.44 -2.29
H -5.24 3.80 -0.64
H -5.55 4.63 -2.20
H -4.00 3.76 -1.94
C 4.09 4.70 2.38
S 3.14 3.21 2.15
O 2.32 3.40 0.91
C 2.03 3.45 3.54
H 4.82 4.76 1.58
H 3.43 5.57 2.35
H 4.61 4.65 3.34
H 1.51 4.40 3.44
H 2.61 3.44 4.47
H 1.32 2.64 3.56
C -10.15 5.42 -4.79
S -8.48 5.15 -5.38
O -7.90 4.03 -4.58
C -7.79 6.68 -4.72
H -10.74 4.55 -5.06
H -10.14 5.54 -3.70
H -10.56 6.31 -5.26
H -7.93 6.71 -3.64
H -8.27 7.53 -5.20
H -6.72 6.69 -4.95
C 6.51 -3.64 -0.78
S 6.52 -1.91 -1.26
O 7.92 -1.54 -1.57
C 6.14 -1.25 0.36
H 6.76 -4.23 -1.66
H 7.26 -3.81 -0.01
H 5.52 -3.92 -0.43
H 6.90 -1.56 1.09
H 5.15 -1.59 0.68
H 6.14 -0.16 0.29
C -1.12 4.45 -5.06
S -0.97 3.86 -3.37
O -2.18 4.32 -2.63
C 0.38 4.94 -2.90
H -1.95 3.92 -5.52
H -1.33 5.52 -5.05
H -0.20 4.25 -5.60
H 0.08 5.98 -3.03
H 1.26 4.72 -3.51
H 0.61 4.76 -1.85
C -0.29 -2.64 2.40
S 0.03 -3.92 3.62
O -0.35 -5.21 3.00
C -1.29 -3.45 4.74
H 0.41 -2.78 1.58
H -1.31 -2.74 2.03
H -0.13 -1.66 2.84
H -2.25 -3.49 4.22
H -1.10 -2.45 5.13
H -1.30 -4.16 5.57
C 7.35 2.45 -0.70
S 7.85 2.06 0.98
O 6.64 2.19 1.84
C 8.84 3.53 1.23
H 6.68 1.66 -1.05
H 6.83 3.41 -0.72
H 8.23 2.48 -1.34
H 8.23 4.42 1.08
H 9.68 3.53 0.53
H 9.22 3.51 2.25
C -2.22 -8.64 0.53
S -3.26 -7.18 0.43
O -4.05 -7.28 -0.83
C -1.92 -6.02 0.12
H -2.87 -9.50 0.68
H -1.66 -8.76 -0.40
H -1.54 -8.54 1.37
H -1.38 -6.31 -0.79
H -1.25 -6.01 0.97
H -2.35 -5.03 -0.02
C 2.42 -9.04 5.26
S 1.31 -8.78 3.86
O 1.48 -9.94 2.94
C 2.22 -7.41 3.15
H 2.05 -9.90 5.82
H 3.42 -9.24 4.89
H 2.41 -8.16 5.89
H 3.24 -7.71 2.93
H 2.21 -6.57 3.85
H 1.71 -7.11 2.24
*
```